A 12-piece molecular cluster, C8H20B2O26 overall in a non-equilibrium geometry, computed with ωB97M-V/def2-TZVPD.

E_tot in eV: -63217.2595
Energy above the lowest of the compared OMol25 structures with the same formula, charge and spin in kJ/mol: 91.49
HOMO energy (alpha / beta) in eV: -8.426 / -8.426
Total charge: -1
2S+1: 2
Kohn-Sham gap (alpha / beta) in eV: 6.989 / 2.734
Maximum force in eV/Å: 6.125

Each line ends with the natural charge from an NBO analysis.
CARTESIAN COORDINATES (ANGSTROEM)
O  -8.70832  6.71663  14.00751  -0.50
C  -7.98665  7.58105  14.54496  0.66
O  -6.63244  7.54739  14.51105  -0.67
B  -6.19023  8.91931  14.76901  1.14
O  -7.39247  9.64497  15.37327  -0.62
C  -8.43179  8.99903  14.96180  0.66
O  -9.62022  9.42294  15.00361  -0.52
O  -5.86475  9.49989  13.43065  -0.51
C  -4.54322  9.67284  13.37172  0.69
O  -3.88925  10.08473  12.45624  -0.29
C  -3.97130  9.24947  14.69846  0.68
O  -4.95156  8.91095  15.52499  -0.53
O  -2.79786  9.31872  15.00410  -0.24
O  -2.76842  11.40147  7.44035  -0.57
C  -3.15677  12.46350  7.94205  0.70
O  -3.03559  13.69325  7.46624  -0.67
B  -3.47501  14.70274  8.50878  1.19
O  -4.03582  13.86905  9.58405  -0.67
C  -3.89773  12.55963  9.31622  0.73
O  -4.19641  11.61918  10.06081  -0.62
O  -2.28082  15.48868  8.89013  -0.65
C  -2.44582  16.73264  8.61347  0.67
O  -1.60652  17.60290  8.67167  -0.54
C  -3.82821  16.87665  7.97395  0.68
O  -4.41646  15.64990  7.84495  -0.63
O  -4.29288  17.99290  7.60292  -0.58
O  -5.94796  15.27441  11.27483  -0.94
H  -5.73339  15.58532  12.15433  0.46
H  -5.14466  14.85562  10.96571  0.48
O  -0.79533  16.32194  5.49757  -0.93
H  -1.11503  15.89794  6.29397  0.46
H  0.15139  16.18170  5.51451  0.47
O  -6.47811  9.92484  9.83382  -0.95
H  -6.23107  9.96936  8.91012  0.47
H  -5.76514  10.36717  10.29452  0.48
O  -2.89290  12.74395  12.60024  -0.92
H  -3.84888  12.77493  12.56320  0.47
H  -2.64734  12.10571  11.93047  0.48
O  -7.05091  16.79422  7.07791  -0.95
H  -6.75033  16.70940  6.17310  0.46
H  -6.35568  17.28437  7.51681  0.48
O  -2.56656  20.22514  7.87021  -0.97
H  -3.05207  19.41405  7.71974  0.49
H  -1.70698  19.93687  8.17722  0.47
O  -1.32784  13.42481  5.45485  -0.96
H  -1.92691  13.52914  6.19408  0.47
H  -1.90035  13.32001  4.69493  0.46
O  -1.09378  9.33702  7.00935  -0.96
H  -1.69737  10.07884  7.04962  0.49
H  -1.23512  8.86772  7.83155  0.46
O  -2.72298  8.46987  10.37484  -0.93
H  -2.83909  7.72782  10.96824  0.46
H  -3.19966  9.18754  10.79190  0.47
O  -1.00683  15.67977  11.52253  -0.94
H  -1.64761  16.14647  12.05903  0.46
H  -1.22107  15.92736  10.62308  0.47